The following is a DFT calculation (wB97M-V/def2-TZVPD) of an isolated molecule of C3H4N2O.

The value obtained for the LUMO energy is 0.004 Eh. The max |F| comes out at 1.5 eV/A. Its HOMO energy is -9.663 eV. As for the spin multiplicity: 1. As for the SMILES: O[C@H]1C=CN=N1. As for the energy relative to the best compared isomer or geometry (same formula, charge and spin): 308.7 kJ/mol. The calculation puts the frontier orbital gap at 9.762 eV.

The geometry in XYZ format:
```
10
Properties=species:S:1:pos:R:3:nbo_charge:R:1
O 1.439 -1.288 0.697 -0.672
C 0.480 -0.575 0.019 0.127
C -0.652 0.109 0.645 -0.262
C -1.054 0.986 -0.297 -0.075
N -0.217 0.950 -1.420 -0.200
N 0.765 0.173 -1.215 -0.140
H 2.094 -0.698 1.088 0.484
H 0.114 -1.229 -0.834 0.280
H -1.069 -0.090 1.625 0.241
H -1.900 1.659 -0.309 0.217
```

The following is a DFT calculation (wB97M-V/def2-TZVPD) of a cluster of 2 separate species, CH3O3 in total.

The value obtained for the LUMO energy is 0.129 Eh. The max |F| comes out at 5.5 eV/A. Its HOMO energy is -3.717 eV. As for the spin multiplicity: 1. As for the energy relative to the best compared isomer or geometry (same formula, charge and spin): 88.3 kJ/mol. The charge is -1. The calculation puts the frontier orbital gap at 7.220 eV.

The geometry in XYZ format:
```
7
Properties=species:S:1:pos:R:3:nbo_charge:R:1
O -3.130 -0.909 0.498 -0.952
H -3.257 -1.217 1.423 0.462
H -2.165 -0.733 0.424 0.490
O 2.260 1.245 -1.639 -0.761
O 2.000 -0.511 -0.398 -0.823
C 2.098 0.718 -0.591 0.616
H 2.193 1.406 0.283 -0.031
```

The following is a DFT calculation (wB97M-V/def2-TZVPD) of a structure of composition C20H24BF9GaN2O.

The value obtained for the LUMO energy is 0.101 Eh. The max |F| comes out at 0.9 eV/A. Its HOMO energy is -4.461 eV. As for the spin multiplicity: 1. As for the energy relative to the best compared isomer or geometry (same formula, charge and spin): 16.2 kJ/mol. The charge is -1. The calculation puts the frontier orbital gap at 7.209 eV.

The geometry in XYZ format:
```
58
Properties=species:S:1:pos:R:3:nbo_charge:R:1
C 5.062 0.161 -0.790 -0.589
C 4.472 1.486 -0.264 -0.801
B 3.448 1.264 0.933 0.601
O 4.043 0.871 2.152 -0.957
Ga 1.329 1.437 0.767 0.944
C 0.466 0.692 2.448 -0.906
C -0.091 -0.744 2.271 -0.410
C -1.608 -0.805 2.433 -0.211
N -2.062 -0.553 3.818 -0.839
C 0.692 0.426 -0.901 -0.159
C -0.674 0.407 -1.235 -0.279
C -1.119 -0.285 -2.359 -0.186
C -0.153 -0.947 -3.122 -0.302
C 1.179 -0.895 -2.731 0.032
N 1.607 -0.232 -1.648 -0.472
C 0.943 3.471 0.432 0.301
F 1.314 3.830 -0.851 -0.373
F 1.770 4.214 1.249 -0.363
C -0.500 4.006 0.671 0.569
F -0.530 4.778 1.783 -0.316
F -1.352 2.981 0.896 -0.322
C -1.134 4.896 -0.436 0.553
F -0.291 5.861 -0.801 -0.298
F -2.228 5.493 0.095 -0.318
C -1.673 4.190 -1.707 0.922
F -2.610 3.312 -1.404 -0.306
F -2.225 5.117 -2.487 -0.318
F -0.738 3.589 -2.397 -0.288
H 6.060 0.304 -1.202 0.189
H 5.143 -0.570 0.015 0.169
H 4.434 -0.264 -1.567 0.223
H 5.304 2.084 0.123 0.207
H 4.011 2.046 -1.075 0.219
H 4.504 0.034 2.021 0.478
H 1.259 0.665 3.196 0.213
H -0.305 1.333 2.878 0.193
H 0.181 -1.160 1.301 0.195
H 0.307 -1.378 3.068 0.174
H -2.087 -0.073 1.784 0.181
H -1.955 -1.800 2.149 0.171
H -1.278 -0.725 4.439 0.342
H -2.230 0.441 3.913 0.349
H -1.389 0.920 -0.607 0.212
H -2.165 -0.310 -2.635 0.202
H -0.430 -1.501 -4.009 0.201
H 1.927 -1.413 -3.318 0.174
C -2.688 -3.873 -1.662 -0.222
C -3.381 -5.067 -1.512 -0.225
C -3.076 -5.917 -0.458 -0.224
C -2.083 -5.571 0.448 -0.221
C -1.392 -4.376 0.298 -0.218
C -1.693 -3.528 -0.759 -0.153
H -2.922 -3.208 -2.484 0.208
H -4.159 -5.334 -2.216 0.204
H -3.614 -6.850 -0.342 0.204
H -1.848 -6.232 1.272 0.206
H -0.620 -4.102 1.005 0.217
H -1.152 -2.597 -0.879 0.220
```

The following is a DFT calculation (wB97M-V/def2-TZVPD) of a cluster of 2 separate species, CH4NO2 in total.

The value obtained for the LUMO energy is 0.186 Eh. The max |F| comes out at 0.7 eV/A. Its HOMO energy is -1.782 eV. As for the spin multiplicity: 1. As for the energy relative to the best compared isomer or geometry (same formula, charge and spin): 167.9 kJ/mol. The charge is -1. The calculation puts the frontier orbital gap at 6.849 eV.

The geometry in XYZ format:
```
8
Properties=species:S:1:pos:R:3:nbo_charge:R:1
O 2.503 0.763 -0.569 -0.988
H 2.090 0.319 0.192 0.485
C -0.500 -0.228 0.464 0.116
N -1.670 -0.967 0.806 -0.974
O -0.615 0.403 -0.594 -0.804
H 1.704 1.236 -0.867 0.486
H -2.574 -0.816 0.366 0.327
H -1.661 -1.601 1.586 0.351
```

The following is a DFT calculation (wB97M-V/def2-TZVPD) of an isolated molecule of C25H29N3O4S.

The value obtained for the LUMO energy is 0.020 Eh. The max |F| comes out at 1.0 eV/A. Its HOMO energy is -8.770 eV. As for the spin multiplicity: 1. As for the SMILES: CCOc1ccc(S(=O)(=O)Nc2ccc(C(=O)NC[C@@H](c3ccccc3)N(C)C)cc2)cc1. As for the energy relative to the best compared isomer or geometry (same formula, charge and spin): 221.8 kJ/mol. The calculation puts the frontier orbital gap at 9.301 eV.

The geometry in XYZ format:
```
62
Properties=species:S:1:pos:R:3:nbo_charge:R:1
C -2.302 -5.083 0.317 -0.638
C -1.596 -4.001 1.129 -0.065
O -2.504 -3.103 1.744 -0.482
C -3.083 -2.118 1.027 0.327
C -3.993 -1.321 1.736 -0.241
C -4.623 -0.263 1.120 -0.166
C -4.353 0.011 -0.210 -0.383
S -5.102 1.445 -0.959 2.318
O -6.491 1.529 -0.626 -0.932
O -4.715 1.523 -2.334 -0.928
N -4.386 2.711 -0.097 -0.839
C -3.033 2.664 0.206 0.152
C -2.556 3.052 1.457 -0.258
C -1.210 2.955 1.743 -0.133
C -0.308 2.482 0.793 -0.172
C 1.117 2.326 1.200 0.668
O 1.442 2.130 2.356 -0.629
N 2.026 2.447 0.200 -0.611
C 3.408 2.081 0.398 -0.231
C 3.605 0.547 0.309 -0.097
C 2.822 0.058 -0.885 0.080
C 3.322 0.242 -2.170 -0.249
C 2.577 -0.137 -3.272 -0.206
C 1.317 -0.689 -3.105 -0.227
C 0.812 -0.871 -1.829 -0.208
C 1.562 -0.505 -0.724 -0.259
N 5.015 0.197 0.170 -0.442
C 5.844 0.770 1.213 -0.413
C 5.177 -1.245 0.143 -0.416
C -0.789 2.109 -0.461 -0.191
C -2.135 2.200 -0.753 -0.209
C -3.471 -0.769 -0.927 -0.161
C -2.839 -1.839 -0.317 -0.276
H -1.567 -5.773 -0.088 0.219
H -2.988 -5.632 0.956 0.219
H -2.870 -4.651 -0.503 0.212
H -1.063 -4.458 1.967 0.199
H -0.869 -3.457 0.515 0.173
H -4.178 -1.559 2.771 0.232
H -5.334 0.349 1.652 0.233
H -4.988 3.046 0.640 0.415
H -3.247 3.421 2.202 0.212
H -0.833 3.231 2.715 0.237
H 1.699 2.521 -0.749 0.401
H 4.016 2.572 -0.363 0.208
H 3.689 2.434 1.391 0.233
H 3.172 0.106 1.228 0.186
H 4.305 0.671 -2.288 0.229
H 2.976 0.005 -4.266 0.215
H 0.731 -0.973 -3.966 0.215
H -0.175 -1.288 -1.692 0.210
H 1.161 -0.642 0.270 0.220
H 5.880 1.852 1.109 0.201
H 6.856 0.386 1.099 0.204
H 5.488 0.519 2.223 0.169
H 6.222 -1.479 -0.053 0.201
H 4.881 -1.719 1.092 0.165
H 4.571 -1.667 -0.657 0.209
H -0.125 1.709 -1.213 0.216
H -2.511 1.919 -1.722 0.233
H -3.296 -0.536 -1.965 0.242
H -2.161 -2.445 -0.897 0.214
```

The following is a DFT calculation (wB97M-V/def2-TZVPD) of a cluster of 2 separate species, C4H7NO in total.

The value obtained for the LUMO energy is 0.016 Eh. The max |F| comes out at 14.5 eV/A. Its HOMO energy is -9.613 eV. As for the spin multiplicity: 1. As for the SMILES: CC(N)=O.C#C. As for the energy relative to the best compared isomer or geometry (same formula, charge and spin): 556.8 kJ/mol. The calculation puts the frontier orbital gap at 10.057 eV.

The geometry in XYZ format:
```
13
Properties=species:S:1:pos:R:3:nbo_charge:R:1
C -0.317 1.175 0.180 -0.725
C -1.111 -0.115 0.037 0.619
N -2.134 -0.129 -0.637 -0.760
O -0.665 -1.058 0.674 -0.636
H 0.059 1.323 1.238 0.219
H -0.645 2.234 -0.133 0.216
H 0.706 1.092 -0.217 0.272
H -3.099 -0.918 -0.383 0.413
H -2.677 0.795 -0.864 0.403
C 2.798 -0.379 -0.545 -0.234
C 2.142 0.217 0.270 -0.321
H 3.500 -0.882 -1.321 0.258
H 1.342 0.337 1.092 0.278
```

The following is a DFT calculation (wB97M-V/def2-TZVPD) of a structure of composition C44H55GeN2OPtSSeSi.

The value obtained for the LUMO energy (alpha / beta) is 0.044 / 0.044 Eh. The max |F| comes out at 2.4 eV/A. Its HOMO energy (alpha / beta) is -1.921 / -1.927 eV. As for the spin multiplicity: 1. As for the energy relative to the best compared isomer or geometry (same formula, charge and spin): 147.0 kJ/mol. The charge is -1. The calculation puts the frontier orbital gap (alpha / beta) at 3.113 / 3.124 eV.

The geometry in XYZ format:
```
107
Properties=species:S:1:pos:R:3:mulliken_charge:R:1
Pt 0.448 -0.381 0.291 1.341
C -4.053 -1.525 2.333 -1.174
C -3.213 -0.374 2.774 0.954
C -3.671 0.738 3.427 -0.954
C -2.756 1.762 3.765 0.988
N -1.449 1.621 3.551 -0.279
C -0.992 0.544 2.953 -0.585
S 0.655 0.234 2.820 -0.214
N -1.869 -0.450 2.507 0.347
C -3.212 3.036 4.402 -1.375
H -5.095 -1.358 2.590 0.386
H -3.718 -2.450 2.803 0.389
H -3.973 -1.655 1.254 0.012
H -4.718 0.854 3.655 0.376
H -1.480 -1.180 1.910 -0.236
H -4.243 3.257 4.134 0.386
H -2.570 3.855 4.084 0.292
H -3.153 2.967 5.492 0.333
C 0.118 -2.295 0.117 -1.277
C -0.404 -3.233 -0.491 -0.008
C -0.973 -4.178 -1.327 0.020
C -2.236 -3.795 -1.929 0.122
C -3.182 -3.069 -1.193 -0.213
C -4.362 -2.643 -1.764 -0.309
C -4.627 -2.905 -3.099 -0.608
C -3.689 -3.599 -3.851 -0.929
C -2.520 -4.049 -3.279 -0.108
C -0.285 -5.379 -1.695 0.656
C -0.960 -6.480 -2.251 -0.329
C -0.279 -7.627 -2.596 -0.695
C 1.093 -7.720 -2.403 -0.470
C 1.769 -6.651 -1.831 -0.697
C 1.095 -5.508 -1.469 -0.624
H -2.964 -2.864 -0.155 0.285
H -5.092 -2.112 -1.167 0.321
H -5.547 -2.564 -3.550 0.379
H -3.878 -3.789 -4.899 0.379
H -1.791 -4.572 -3.884 0.505
H -2.033 -6.435 -2.384 0.458
H -0.814 -8.469 -3.013 0.365
H 1.623 -8.616 -2.694 0.353
H 2.836 -6.715 -1.670 0.377
H 1.611 -4.674 -1.017 0.416
C 7.400 1.024 2.041 -1.302
Ge 5.415 0.769 2.080 0.644
C 4.874 0.282 3.930 -1.150
C 4.528 2.477 1.625 -0.835
C 5.199 -0.682 0.712 -1.118
Se 3.455 -1.498 0.308 0.198
C 3.140 -2.354 2.020 -0.781
H 7.704 1.857 2.666 0.388
H 7.743 1.224 1.030 0.368
H 7.916 0.137 2.393 0.366
H 5.298 0.988 4.639 0.395
H 5.201 -0.713 4.209 0.355
H 3.794 0.330 4.022 0.269
H 4.641 3.181 2.447 0.459
H 3.469 2.320 1.454 -0.096
H 4.958 2.929 0.738 0.368
H 5.877 -1.500 0.970 0.515
H 5.528 -0.270 -0.243 0.352
H 3.021 -1.593 2.784 0.043
H 3.965 -3.024 2.253 0.410
H 2.212 -2.907 1.895 0.269
C 0.790 -1.805 -3.141 -0.931
Si 0.432 -0.257 -2.045 0.373
C -1.260 0.370 -2.762 -1.064
C 1.831 0.940 -2.616 0.079
C 2.805 1.368 -1.723 0.305
C 3.896 2.103 -2.144 -0.510
C 4.031 2.441 -3.479 -0.688
C 3.059 2.049 -4.382 -0.653
C 1.980 1.299 -3.950 -0.492
H 1.175 -1.512 -4.115 0.695
H -0.120 -2.373 -3.305 0.096
H 1.516 -2.458 -2.672 0.101
H -1.204 0.428 -3.844 0.541
H -1.549 1.350 -2.395 0.308
H -2.048 -0.334 -2.511 0.044
H 2.693 1.117 -0.677 0.264
H 4.659 2.397 -1.436 0.224
H 4.888 3.010 -3.814 0.368
H 3.164 2.310 -5.428 0.380
H 1.230 0.995 -4.667 0.342
C -3.882 6.841 0.927 -1.528
C -3.138 5.540 0.891 0.965
C -3.808 4.349 0.648 -1.255
C -3.135 3.153 0.493 1.548
C -3.936 1.929 0.147 -1.445
C -1.717 3.130 0.599 -0.200
C -1.024 1.909 0.353 -0.277
O 0.218 1.738 0.299 -0.568
C -1.036 4.334 0.926 1.319
C 0.446 4.345 1.122 -1.314
C -1.753 5.504 1.053 -1.405
H -4.953 6.680 0.817 0.380
H -3.546 7.476 0.106 0.339
H -3.706 7.381 1.856 0.343
H -4.888 4.370 0.555 0.281
H -4.995 2.177 0.121 0.376
H -3.804 1.135 0.880 0.018
H -3.659 1.535 -0.829 0.334
H -1.686 1.054 0.133 0.646
H 0.962 4.053 0.209 0.172
H 0.736 3.631 1.891 0.231
H 0.786 5.336 1.417 0.419
H -1.234 6.428 1.273 0.368
```

The following is a DFT calculation (wB97M-V/def2-TZVPD) of a cluster of 2 separate species, C3H10N3O in total.

The value obtained for the LUMO energy is -0.162 Eh. The max |F| comes out at 0.7 eV/A. Its HOMO energy is -14.625 eV. As for the spin multiplicity: 1. As for the energy relative to the best compared isomer or geometry (same formula, charge and spin): 107.8 kJ/mol. The charge is +1. The calculation puts the frontier orbital gap at 10.220 eV.

The geometry in XYZ format:
```
17
Properties=species:S:1:pos:R:3:nbo_charge:R:1
C 1.215 -0.164 0.015 0.560
C -0.154 -0.680 0.522 0.507
C 1.635 1.177 0.496 -0.742
N -1.167 0.462 -1.501 -1.090
N -0.381 -1.926 0.193 -0.709
N -0.895 -0.002 1.365 -0.718
O 1.832 -0.888 -0.711 -0.465
H 2.659 1.370 0.184 0.279
H 1.575 1.250 1.580 0.249
H 0.991 1.939 0.060 0.256
H -2.021 -0.046 -1.710 0.381
H -1.397 1.450 -1.554 0.381
H -1.196 -2.447 0.480 0.423
H 0.296 -2.363 -0.426 0.451
H -0.690 0.962 1.572 0.432
H -0.526 0.274 -2.267 0.383
H -1.775 -0.368 1.700 0.423
```